{
  "formula": "C5H9OP",
  "method": "ωB97M-V with the def2-TZVPD basis set",
  "elements": ["C", "C", "C", "C", "C", "O", "P", "H", "H", "H", "H", "H", "H", "H", "H", "H"],
  "coordinates": [[-2.25, -0.65, 0.69], [-1.06, -0.73, 0.15], [2.12, 1.36, 0.19], [0.26, -0.28, 0.60], [1.03, 0.51, -0.46], [-2.95, -2.12, -2.10], [-1.56, -1.73, -2.20], [-3.13, -1.04, 0.18], [-2.44, -0.22, 1.67], [1.68, 2.12, 0.83], [2.77, 0.73, 0.80], [2.73, 1.86, -0.56], [0.11, 0.36, 1.48], [0.87, -1.14, 0.92], [1.48, -0.18, -1.18], [0.34, 1.16, -1.01]],
  "mulliken_charge": [-0.71, -0.20, -1.30, -0.36, -0.36, -0.36, 0.50, 0.25, 0.28, 0.35, 0.32, 0.36, 0.35, 0.23, 0.29, 0.36],
  "orbital_gap_ev": 7.0,
  "e_homo_ev": -8.02,
  "e_tot_ha": -612.41056
}